Entry 1:
The following is a DFT calculation (ωB97M-V/def2-TZVPD) of one molecule with the formula C19H21FN2O2 in a non-equilibrium geometry.

Its SMILES is C[C@@H](C(N)=O)N1CCc2cc(OCc3cccc(F)c3)ccc2C1. The HOMO energy is -0.294 hartree. As for the orbital gap: 8.272 eV. The spin multiplicity is 1. The value obtained for the total energy is -1096.3520 hartree. Its lowest unoccupied orbital energy is 0.2654 eV.

Last columns: bonded neighbours and bond lengths (Å).
Element x y z (Å)
1 C -1.590 -1.865 -4.148  C2 1.555, H25 1.133, H26 1.097, H27 1.086
2 C -2.101 -1.405 -2.754  C1 1.555, C3 1.618, N6 1.440, H28 1.119
3 C -1.808 -2.519 -1.618  C2 1.618, N4 1.447, O5 1.257
4 N -1.270 -2.232 -0.306  C3 1.447, H29 0.992, H30 1.067
5 O -2.036 -3.726 -1.884  C3 1.257
6 N -1.700 -0.055 -2.457  C2 1.440, C7 1.524, C24 1.431
7 C -2.429 0.623 -1.303  N6 1.524, C8 1.486, H31 1.091, H32 1.110
8 C -1.599 1.618 -0.574  C7 1.486, C9 1.529, H33 1.137, H34 1.070
9 C -0.093 1.352 -0.570  C8 1.529, C10 1.390, C23 1.401
10 C 0.831 1.891 0.317  C9 1.390, C11 1.427, H35 1.145
11 C 2.231 1.617 0.322  C10 1.427, O12 1.380, C21 1.396
12 O 3.087 1.926 1.359  C11 1.380, C13 1.440
13 C 3.330 0.951 2.390  O12 1.440, C14 1.496, H36 1.154, H37 1.102
14 C 2.083 0.450 3.048  C13 1.496, C15 1.471, C20 1.488
15 C 1.388 1.152 4.139  C14 1.471, C16 1.385, H38 1.140
16 C 0.297 0.679 4.849  C15 1.385, C17 1.474, H39 1.092
17 C -0.304 -0.576 4.365  C16 1.474, C18 1.424, H40 1.050
18 C 0.220 -1.175 3.184  C17 1.424, F19 1.360, C20 1.368
19 F -0.463 -2.198 2.604  C18 1.360
20 C 1.292 -0.681 2.491  C14 1.488, C18 1.368, H41 1.157
21 C 2.749 1.034 -0.836  C11 1.396, C22 1.483, H42 1.076
22 C 1.747 0.627 -1.849  C21 1.483, C23 1.343, H43 1.112
23 C 0.418 0.794 -1.750  C9 1.401, C22 1.343, C24 1.456
24 C -0.481 0.570 -2.872  N6 1.431, C23 1.456, H44 1.154, H45 1.044
25 H -0.461 -1.789 -4.190  C1 1.133
26 H -2.147 -1.405 -4.974  C1 1.097
27 H -1.767 -2.931 -4.265  C1 1.086
28 H -3.218 -1.364 -2.812  C2 1.119
29 H -1.039 -1.315 -0.004  N4 0.992
30 H -1.020 -3.018 0.371  N4 1.067
31 H -2.774 -0.074 -0.538  C7 1.091
32 H -3.300 1.203 -1.674  C7 1.110
33 H -1.721 2.701 -0.897  C8 1.137
34 H -1.961 1.522 0.428  C8 1.070
35 H 0.312 2.431 1.184  C10 1.145
36 H 3.959 1.432 3.228  C13 1.154
37 H 3.977 0.086 2.167  C13 1.102
38 H 1.798 2.177 4.422  C15 1.140
39 H -0.037 1.278 5.700  C16 1.092
40 H -1.210 -1.055 4.592  C17 1.050
41 H 1.689 -1.187 1.530  C20 1.157
42 H 3.796 0.789 -0.800  C21 1.076
43 H 2.182 -0.019 -2.643  C22 1.112
44 H -0.007 0.172 -3.847  C24 1.154
45 H -0.849 1.514 -3.124  C24 1.044

Atomic partial charges in e from the Löwdin method, atoms 1 to 4: -0.046 -0.266 -0.363 0.138

=====

Entry 2:
The following is a DFT calculation (ωB97M-V/def2-TZVPD) of a 7-piece molecular cluster, C6H24NO6 overall in a non-equilibrium geometry.

As for the net charge: +2. The HOMO energy (alpha / beta) is -0.635 / -0.635 hartree. As for the orbital gap (alpha / beta): 7.757 / 5.042 eV. The spin multiplicity is 2. Its expectation value of S² is 0.756. The value obtained for the total energy is -748.3841 hartree. Its lowest unoccupied orbital energy (alpha / beta) is -9.5298 / -12.2409 eV.

Last columns: bonded neighbours and bond lengths (Å).
Element x y z (Å)
1 C -0.012 -0.780 -3.196  C2 1.561, H8 0.953, H9 1.212, H10 1.121
2 C 1.113 0.239 -3.558  C1 1.561, C3 1.516, H11 1.120, H12 1.130
3 C 1.140 1.455 -2.652  C2 1.516, C4 1.515, H13 1.147, H14 1.132
4 C 0.990 1.247 -1.158  C3 1.515, C5 1.362, H15 1.089
5 C 1.524 0.133 -0.586  C4 1.362, N6 1.409, H16 1.207
6 N 1.370 -0.098 0.796  C5 1.409, C7 1.369, H17 1.066
7 C 1.719 0.874 1.694  N6 1.369, H18 1.113, H19 0.993
8 H -0.369 -1.144 -4.002  C1 0.953
9 H -0.813 -0.019 -2.700  C1 1.212
10 H 0.310 -1.550 -2.448  C1 1.121
11 H 1.012 0.663 -4.590  C2 1.120
12 H 2.215 -0.007 -3.596  C2 1.130
13 H 0.350 2.238 -2.930  C3 1.147
14 H 2.093 2.048 -2.794  C3 1.132
15 H 0.647 2.062 -0.522  C4 1.089
16 H 1.699 -0.799 -1.333  C5 1.207
17 H 1.143 -1.102 1.072  N6 1.066
18 H 2.161 1.832 1.340  C7 1.113
19 H 1.857 0.610 2.641  C7 0.993
20 H -0.671 0.301 4.173  O22 0.966
21 H -0.746 -0.740 3.073  O22 0.971
22 O -0.514 0.191 3.227  H20 0.966, H21 0.971
23 H -2.588 -0.989 0.274  O25 0.897
24 H -2.353 -0.488 -1.001  O25 0.954
25 O -2.047 -1.177 -0.417  H23 0.897, H24 0.954
26 H -3.910 0.685 1.245  O28 0.981
27 H -2.344 0.902 1.114  O28 0.924
28 O -3.157 0.958 0.678  H26 0.981, H27 0.924
29 H 0.483 -3.255 2.410  O31 0.971
30 H -0.362 -2.433 1.533  O31 0.922
31 O 0.334 -2.338 2.129  H29 0.971, H30 0.922
32 H -0.234 3.915 2.107  O34 0.975
33 H -0.744 2.416 2.696  O34 0.954
34 O -0.481 2.982 1.975  H32 0.975, H33 0.954
35 H 0.200 -3.562 -1.209  O37 0.958
36 H -0.485 -2.189 -1.114  O37 0.935
37 O -0.009 -2.831 -0.627  H35 0.958, H36 0.935

Atomic partial charges in e from the Löwdin method, atoms 1 to 4: -0.020 -0.226 -0.173 0.093